68
Properties=species:S:1:pos:R:3 method="wB97M-V/def2-TZVPD" e_above_lowest_kj_mol=5.1 total_charge=+1 e_homo_ev=-11.20
Pd 0.03 -0.16 -0.22
I -0.53 -3.97 -1.27
C 0.21 -3.03 0.54
C -0.11 -3.85 1.79
C -1.37 -3.36 3.53
I -1.30 -4.83 5.06
C -2.11 -2.11 3.87
C -3.24 -1.88 4.63
C -3.72 -0.58 4.68
C -3.06 0.42 3.97
N -1.97 0.20 3.22
C -1.52 -1.04 3.20
C 1.69 -2.91 0.31
O 2.40 -3.41 -0.47
H 0.42 -4.80 1.86
H -3.73 -2.68 5.17
H -4.59 -0.33 5.26
H -3.42 1.44 4.00
C -2.10 0.27 -2.16
N -1.97 0.03 -0.71
C -2.47 1.21 0.03
C -2.75 -1.20 -0.34
C -2.01 -2.04 0.65
C -2.51 -3.12 1.23
C -1.65 -3.98 2.10
C 0.00 -2.90 3.00
C -0.30 -1.48 2.43
C -0.55 -1.70 0.89
H -3.15 0.42 -2.42
H -1.71 -0.58 -2.71
H -1.54 1.16 -2.43
H -3.52 1.39 -0.23
H -1.88 2.08 -0.25
H -2.37 1.04 1.10
H -2.89 -1.78 -1.25
H -3.74 -0.90 0.02
H -3.54 -3.42 1.08
H -2.02 -5.00 2.12
H 0.87 -2.94 3.65
H 0.52 -0.78 2.61
C 8.30 -2.10 -1.49
C 7.00 -1.76 -0.84
C 6.91 -1.55 0.54
C 5.70 -1.25 1.14
C 4.57 -1.16 0.35
C 4.62 -1.36 -1.03
C 5.84 -1.66 -1.61
S 3.06 -0.80 1.14
O 2.31 -2.14 1.42
O 3.30 -0.17 2.39
N 2.10 -0.12 0.11
C 2.30 1.16 -0.42
C 3.45 1.95 -0.36
C 3.40 3.17 -1.00
C 2.25 3.58 -1.67
C 1.16 2.73 -1.66
N 1.18 1.55 -1.04
H 9.13 -1.99 -0.79
H 8.49 -1.47 -2.35
H 8.29 -3.14 -1.84
H 7.81 -1.62 1.15
H 5.64 -1.08 2.21
H 3.72 -1.30 -1.63
H 5.89 -1.81 -2.68
H 4.33 1.62 0.17
H 4.27 3.82 -0.98
H 2.20 4.53 -2.18
H 0.23 3.00 -2.15